No. 1
Density functional theory data (ωB97M-V with the def2-TZVPD basis set) for a molecular structure, C35H26MnN5O3.

Structure (XYZ):
```
70
Properties=species:S:1:pos:R:3
Mn 1.19 2.56 0.18
C 0.16 2.25 3.27
C -0.27 3.28 2.25
C -1.60 3.36 1.83
C -2.02 4.38 1.00
C -1.11 5.33 0.52
C 0.21 5.27 0.92
C 0.63 4.26 1.80
H 1.23 2.03 3.21
H -0.40 1.32 3.16
H -0.02 2.63 4.27
H -2.31 2.63 2.19
H -3.06 4.45 0.71
H -1.45 6.12 -0.13
H 0.92 6.02 0.59
H 1.62 4.30 2.24
C -5.54 -9.20 -1.12
O -4.35 -8.92 -0.39
C -3.86 -7.67 -0.41
C -4.44 -6.61 -1.12
C -3.84 -5.37 -1.07
C -2.67 -5.15 -0.33
C -2.11 -6.23 0.37
C -2.69 -7.47 0.33
C -2.02 -3.86 -0.26
N -0.89 -3.61 0.37
C -0.65 -2.29 0.19
C -1.65 -1.70 -0.57
N -2.52 -2.72 -0.85
C -1.63 -0.32 -0.92
C -2.57 0.37 -1.72
C -2.39 1.71 -1.99
C -1.29 2.38 -1.45
N -0.41 1.75 -0.68
C -0.55 0.42 -0.43
C 0.50 -0.18 0.34
N 1.53 0.64 0.71
C 2.54 0.12 1.41
C 2.58 -1.23 1.76
C 1.55 -2.06 1.39
C 0.47 -1.54 0.66
H -5.74 -10.25 -0.96
H -5.38 -9.02 -2.19
H -6.37 -8.60 -0.75
H -5.33 -6.75 -1.70
H -4.30 -4.57 -1.64
H -1.21 -6.07 0.94
H -2.27 -8.30 0.87
H -3.38 -2.66 -1.36
H -3.42 -0.14 -2.13
H -3.08 2.25 -2.62
H -1.11 3.43 -1.65
H 3.33 0.81 1.70
H 3.42 -1.59 2.32
H 1.55 -3.11 1.65
O 1.91 3.44 -1.54
C 3.01 3.59 -0.94
N 3.01 3.16 0.34
C 4.31 3.33 0.91
O 4.60 3.00 2.02
C 5.12 3.96 -0.19
C 6.44 4.35 -0.18
C 6.94 4.89 -1.36
C 6.15 5.03 -2.50
C 4.81 4.63 -2.50
C 4.32 4.10 -1.33
H 7.06 4.24 0.70
H 7.98 5.21 -1.40
H 6.58 5.45 -3.40
H 4.20 4.74 -3.38
```

Output
**<S²>**: 6.066
**Charge**: +2
**Spin multiplicity**: 5
**Highest occupied orbital energy (alpha / beta)**: -12.13 / -12.13 eV
**Calculated total energy**: -2999.46405 hartree
**Lowest unoccupied orbital energy (alpha / beta)**: -8.0616 / -7.2301 eV

Mulliken atomic charge list, values in e, 2 entries:
1 Mn -0.40
2 C -1.67

***

No. 2
Density functional theory data (ωB97M-V with the def2-TZVPD basis set) for a single C2H5N3O2 molecule at a distorted geometry.

Structure (XYZ):
```
12
Properties=species:S:1:pos:R:3
N 2.16 -0.25 -0.86
C 0.95 -0.79 -0.49
O 0.73 -1.98 -0.58
N 0.07 0.14 0.07
C -1.32 -0.01 0.19
N -1.84 0.92 1.11
O -1.99 -0.78 -0.47
H 2.21 0.72 -1.17
H 2.77 -0.88 -1.34
H 0.44 1.03 0.36
H -2.84 0.80 1.20
H -1.34 1.08 1.98
```

Output
**Charge**: 0
**SMILES string**: NC(=O)NC(N)=O
**Highest occupied orbital energy**: -10.23 eV
**Calculated total energy**: -394.01926 hartree
**Energy relative to the best compared isomer or geometry (same formula, charge and spin)**: 0.0 kJ/mol
**Lowest unoccupied orbital energy**: 0.5465 eV

Mulliken atomic charge list, values in e, 2 entries:
1 N -0.45
2 C 0.50

***

No. 3
Density functional theory data (ωB97M-V with the def2-TZVPD basis set) for a molecular structure, C44H48N6O10Ti at a distorted geometry.

Structure (XYZ):
```
109
Properties=species:S:1:pos:R:3
Ti 0.25 0.15 1.19
C 2.36 -2.12 4.10
C 3.30 -2.94 3.23
C 4.76 -2.56 3.50
C 3.11 -2.91 1.72
C 3.46 -4.12 1.11
C 3.58 -4.26 -0.25
C 3.42 -3.15 -1.06
C 3.04 -1.93 -0.51
C 3.02 -0.68 -1.35
C 2.68 -0.93 -2.82
C 4.39 0.00 -1.21
C 2.80 -1.82 0.89
N 2.26 -0.59 1.32
C 3.06 0.29 1.92
O 4.26 0.14 2.20
C 2.40 1.60 2.15
C 3.02 2.59 2.89
C 2.48 3.87 2.90
C 1.37 4.11 2.10
C 0.78 3.07 1.40
N 1.25 1.80 1.45
C -0.31 3.43 0.41
O -0.49 4.63 0.17
N -0.96 2.40 -0.09
C -1.78 2.63 -1.21
C -3.18 2.81 -1.13
C -3.91 2.95 -2.30
C -3.31 2.97 -3.54
C -1.94 2.86 -3.62
C -1.17 2.69 -2.48
C 0.34 2.67 -2.62
C 0.85 2.02 -3.91
C 0.85 4.12 -2.57
C -3.99 2.90 0.15
C -3.47 3.96 1.12
C -4.17 1.53 0.80
H 2.71 -2.15 5.13
H 2.32 -1.08 3.79
H 1.36 -2.54 4.07
H 3.17 -3.99 3.53
H 4.93 -1.53 3.19
H 5.00 -2.67 4.56
H 5.43 -3.20 2.93
H 3.67 -4.98 1.74
H 3.85 -5.22 -0.68
H 3.61 -3.24 -2.11
H 2.26 0.00 -0.94
H 3.43 -1.55 -3.31
H 1.71 -1.41 -2.90
H 2.64 0.01 -3.35
H 5.16 -0.61 -1.67
H 4.38 0.98 -1.69
H 4.64 0.14 -0.17
H 3.92 2.34 3.42
H 2.94 4.66 3.48
H 0.96 5.10 1.96
H -4.98 3.07 -2.24
H -3.91 3.09 -4.44
H -1.46 2.93 -4.59
H 0.75 2.11 -1.77
H 0.51 2.55 -4.79
H 1.94 2.06 -3.91
H 0.55 0.98 -3.99
H 0.53 4.64 -3.47
H 0.44 4.64 -1.72
H 1.94 4.14 -2.51
H -5.00 3.24 -0.14
H -2.46 3.76 1.45
H -3.46 4.93 0.63
H -4.13 4.02 1.99
H -3.23 1.00 0.88
H -4.63 1.62 1.78
H -4.83 0.92 0.18
O -0.58 -4.64 4.30
C -0.81 -5.16 3.09
O -1.25 -6.28 2.94
C -0.41 -4.27 2.00
C 0.03 -4.68 0.75
N 0.33 -3.57 0.06
N 0.11 -2.47 0.77
C -0.34 -2.85 1.96
C -0.67 -1.77 2.95
O -1.52 -1.91 3.81
O 0.06 -0.72 2.80
H -0.91 -5.24 4.99
H 0.15 -5.67 0.36
H 0.76 -3.49 -0.85
O -1.62 -0.47 0.69
C -1.25 -0.42 -0.51
O -0.03 -0.16 -0.74
C -2.23 -0.67 -1.58
C -1.95 -0.33 -2.90
C -2.90 -0.47 -3.90
C -4.12 -0.98 -3.54
O -5.23 -1.21 -4.32
C -6.20 -1.77 -3.46
O -5.67 -1.87 -2.15
C -4.40 -1.36 -2.22
C -3.48 -1.22 -1.22
H -0.98 0.07 -3.11
H -2.69 -0.18 -4.92
H -6.47 -2.78 -3.82
H -7.10 -1.15 -3.45
H -3.67 -1.50 -0.20
N -1.30 1.46 2.66
H -1.01 2.06 3.42
H -1.94 0.76 3.02
H -1.78 2.01 1.95
```

Output
**<S²>**: 0.763
**Charge**: -1
**Spin multiplicity**: 2
**Highest occupied orbital energy (alpha / beta)**: -4.08 / -5.44 eV
**Calculated total energy**: -3636.20151 hartree
**Lowest unoccupied orbital energy (alpha / beta)**: 2.3383 / 2.2031 eV

Mulliken atomic charge list, values in e, 2 entries:
1 Ti -0.83
2 C -1.06

***

No. 4
Density functional theory data (ωB97M-V with the def2-TZVPD basis set) for 2 unconnected molecules or ions with the total composition C15H17BrF4N5O2 at a distorted geometry.

Structure (XYZ):
```
44
Properties=species:S:1:pos:R:3
O 2.37 -2.29 1.54
C 1.94 -1.26 0.97
N 1.59 -0.29 0.13
N 0.48 -0.81 -0.56
N -0.09 -2.00 -0.22
N -1.16 -2.29 -1.02
C -1.21 -1.12 -1.89
C -2.33 -0.88 -3.05
C -3.53 -0.03 -2.34
O -4.81 -0.74 -2.34
C -5.89 0.19 -2.12
C -6.24 0.46 -0.57
F -6.80 -0.67 0.12
F -7.24 1.53 -0.56
F -5.15 0.94 0.22
N -0.14 -0.15 -1.60
C 0.19 1.16 -2.24
C -0.75 2.40 -1.80
C -1.44 2.26 -0.35
Br -3.07 3.46 -0.39
H -1.87 -0.23 -3.88
H -2.68 -1.86 -3.54
H -3.60 1.04 -2.76
H -3.26 0.09 -1.21
H -6.85 -0.28 -2.59
H -5.75 1.20 -2.69
H 0.05 1.03 -3.39
H 1.30 1.38 -2.00
H -1.57 2.61 -2.59
H -0.06 3.34 -1.78
H -1.83 1.22 -0.09
H -0.70 2.64 0.46
F 5.67 1.69 3.57
C 5.75 0.35 3.62
C 6.77 -0.24 4.36
C 6.86 -1.63 4.41
C 5.93 -2.41 3.73
C 4.92 -1.81 2.99
C 4.82 -0.42 2.94
H 7.49 0.38 4.88
H 7.65 -2.10 4.99
H 6.00 -3.50 3.77
H 4.20 -2.42 2.46
H 4.03 0.06 2.38
```

Output
**Charge**: +1
**Highest occupied orbital energy**: -11.29 eV
**Calculated total energy**: -3978.98612 hartree
**Energy relative to the best compared isomer or geometry (same formula, charge and spin)**: 470.3 kJ/mol
**Lowest unoccupied orbital energy**: -5.2300 eV

Mulliken atomic charge list, values in e, 2 entries:
1 O -0.36
2 C 0.87

***

No. 5
Density functional theory data (ωB97M-V with the def2-TZVPD basis set) for a molecular structure, C8H5GaN2O5 at a distorted geometry.

Structure (XYZ):
```
21
Properties=species:S:1:pos:R:3
O -0.09 4.89 -4.10
C -0.34 3.77 -4.27
Ga 0.24 0.44 -0.58
O -0.19 3.43 -0.25
C 0.03 2.24 -0.54
C -1.57 -1.02 -2.21
O -1.52 -2.11 -2.66
C 2.53 0.87 -0.83
O 3.68 0.82 -1.08
C -1.88 0.15 -1.41
O -2.97 0.69 -0.99
H 1.76 -0.37 -1.35
N -0.65 -1.60 2.91
C 0.54 -2.31 2.68
C 1.05 -1.75 1.56
N 0.18 -0.77 1.10
C -0.79 -0.66 1.99
H -1.26 -1.73 3.68
H 0.86 -3.08 3.30
H 2.03 -2.00 1.06
H -1.63 0.08 1.99
```

Output
**Charge**: +2
**Highest occupied orbital energy**: -16.76 eV
**Calculated total energy**: -2717.41089 hartree
**Energy relative to the best compared isomer or geometry (same formula, charge and spin)**: 906.3 kJ/mol
**Lowest unoccupied orbital energy**: -11.1073 eV

Mulliken atomic charge list, values in e, 2 entries:
1 O -0.14
2 C 0.14

***

No. 6
Density functional theory data (ωB97M-V with the def2-TZVPD basis set) for 2 unconnected molecules or ions with the total composition C2H5F2P at a distorted geometry.

Structure (XYZ):
```
10
Properties=species:S:1:pos:R:3
C -2.28 1.25 0.36
C -2.19 -0.01 -0.01
F -1.09 -0.79 0.13
F -3.15 -0.77 -0.46
H -3.18 1.91 0.11
H -1.52 1.85 0.90
P 2.97 -1.06 0.04
H 3.00 -1.50 -1.30
H 3.19 0.31 -0.19
H 4.26 -1.18 0.42
```

Output
**Charge**: 0
**SMILES string**: C=C(F)F.P
**Highest occupied orbital energy**: -9.72 eV
**Calculated total energy**: -620.21184 hartree
**Energy relative to the best compared isomer or geometry (same formula, charge and spin)**: 160.6 kJ/mol
**Lowest unoccupied orbital energy**: 0.9546 eV

Mulliken atomic charge list, values in e, 2 entries:
1 C -0.55
2 C 0.47

***

No. 7
Density functional theory data (ωB97M-V with the def2-TZVPD basis set) for 3 unconnected molecules or ions with the total composition C3H7NO2 at a distorted geometry.

Structure (XYZ):
```
13
Properties=species:S:1:pos:R:3
C -1.62 0.27 -0.04
C -0.46 -0.35 0.71
O -0.19 -1.70 0.29
C 1.21 1.01 -0.41
O 1.08 2.17 -0.58
N 2.02 -0.05 -0.53
H -1.93 1.24 0.37
H -2.50 -0.39 0.00
H -1.34 0.40 -1.08
H -0.78 -0.48 1.76
H 0.06 -1.64 -0.64
H 1.43 -0.69 0.84
H 3.02 0.20 -0.69
```

Output
**Charge**: 0
**Highest occupied orbital energy (alpha / beta)**: -7.90 / -7.90 eV
**Calculated total energy**: -323.53789 hartree
**Energy relative to the best compared isomer or geometry (same formula, charge and spin)**: 638.2 kJ/mol
**Lowest unoccupied orbital energy (alpha / beta)**: -0.4183 / -0.4173 eV

Mulliken atomic charge list, values in e, 2 entries:
1 C -1.30
2 C -0.12

***

No. 8
Density functional theory data (ωB97M-V with the def2-TZVPD basis set) for a molecular structure, C12H20BF4MnN4O2S2Si.

Structure (XYZ):
```
47
Properties=species:S:1:pos:R:3
Mn 0.52 0.36 -1.26
O -0.91 2.12 -1.27
N -1.95 2.03 -2.08
C -3.06 2.73 -1.74
C -4.18 2.72 -2.51
C -4.17 1.97 -3.69
C -3.04 1.27 -4.03
C -1.88 1.27 -3.22
S -0.47 0.42 -3.62
H -2.96 3.28 -0.82
H -5.05 3.29 -2.20
H -5.04 1.93 -4.33
H -3.00 0.67 -4.92
C -1.45 -1.30 2.61
Si -1.36 -1.83 0.80
C -3.14 -2.04 0.24
C -0.54 -3.51 0.76
O -0.59 -0.74 -0.07
H -1.95 -2.05 3.24
H -2.02 -0.36 2.72
H -0.45 -1.13 3.02
H -3.67 -2.78 0.85
H -3.17 -2.38 -0.81
H -3.68 -1.09 0.29
H -1.05 -4.23 1.42
H 0.50 -3.43 1.08
H -0.54 -3.91 -0.26
F 4.18 -1.42 -2.80
B 3.30 -1.72 -1.78
F 2.26 -0.66 -1.80
F 3.92 -1.64 -0.52
F 2.65 -2.93 -1.96
C 4.81 -0.32 2.59
C 4.61 1.14 2.19
C 3.22 1.41 1.72
N 2.85 1.43 0.50
N 1.48 1.61 0.34
C 0.84 1.73 1.47
N -0.49 1.95 1.56
S 1.88 1.61 2.85
H 5.84 -0.49 2.91
H 4.59 -0.97 1.75
H 4.15 -0.59 3.42
H 5.27 1.40 1.36
H 4.85 1.80 3.03
H -0.96 1.89 0.66
H -0.96 1.49 2.33
```

Output
**<S²>**: 8.754
**Charge**: -1
**Spin multiplicity**: 6
**Highest occupied orbital energy (alpha / beta)**: -5.04 / -5.27 eV
**Calculated total energy**: -3500.41306 hartree
**Energy relative to the best compared isomer or geometry (same formula, charge and spin)**: 0.0 kJ/mol
**Lowest unoccupied orbital energy (alpha / beta)**: 2.3732 / 2.3721 eV

Mulliken atomic charge list, values in e, 2 entries:
1 Mn 0.58
2 O -0.81

***

No. 9
Density functional theory data (ωB97M-V with the def2-TZVPD basis set) for 7 unconnected molecules or ions with the total composition C35H89N5O13 at a distorted geometry.

Structure (XYZ):
```
142
Properties=species:S:1:pos:R:3
C 13.79 13.80 7.06
O 13.38 12.60 7.67
C 14.46 12.22 8.44
C 14.17 10.91 9.12
N 15.20 10.53 10.05
C 15.04 11.10 11.33
C 16.10 10.65 12.29
O 16.25 9.23 12.16
C 17.01 8.54 13.19
H 14.69 13.73 6.49
H 13.92 14.56 7.83
H 12.92 14.15 6.49
H 14.66 12.91 9.28
H 15.38 12.17 7.84
H 14.05 10.06 8.42
H 13.21 11.12 9.63
H 15.24 9.54 10.18
H 14.04 10.74 11.69
H 15.01 12.20 11.28
H 15.81 10.79 13.29
H 17.10 11.05 12.11
H 18.06 8.90 13.27
H 17.12 7.49 12.80
H 16.52 8.50 14.17
C 9.44 15.99 15.70
O 10.63 16.01 14.93
C 10.98 17.32 14.51
C 12.34 17.28 13.82
N 12.42 16.34 12.70
C 12.09 16.97 11.41
C 11.91 15.99 10.28
O 10.69 15.37 10.42
C 10.58 14.13 9.61
H 8.58 16.42 15.14
H 9.51 16.60 16.65
H 9.22 14.95 15.91
H 10.93 18.04 15.38
H 10.33 17.74 13.77
H 13.07 17.16 14.56
H 12.64 18.24 13.41
H 11.87 15.54 12.93
H 12.93 17.64 11.18
H 11.15 17.60 11.45
H 12.73 15.30 10.11
H 11.89 16.63 9.36
H 10.18 14.35 8.63
H 9.87 13.45 10.10
H 11.55 13.60 9.62
C 17.80 13.84 18.69
O 16.82 14.65 18.03
C 16.55 14.26 16.67
C 15.96 15.41 15.93
N 17.00 16.38 15.69
C 16.64 17.59 15.13
C 17.57 18.69 15.61
O 17.80 18.65 17.04
C 16.82 19.21 17.86
H 17.52 12.80 19.04
H 18.11 14.35 19.62
H 18.75 13.76 18.21
H 15.80 13.44 16.70
H 17.45 13.84 16.25
H 15.16 15.76 16.49
H 15.52 15.05 14.99
H 17.53 16.59 16.52
H 15.64 17.92 15.48
H 16.53 17.51 14.05
H 17.10 19.63 15.32
H 18.56 18.67 15.17
H 16.76 20.30 17.78
H 17.09 18.93 18.85
H 15.85 18.79 17.58
C 13.29 21.04 7.47
O 13.59 20.00 8.38
C 14.92 19.46 8.13
C 15.09 18.25 8.96
N 14.87 18.54 10.36
C 15.82 19.34 11.05
C 15.18 19.64 12.47
O 13.91 20.29 12.40
C 14.05 21.66 12.01
H 13.72 20.68 6.47
H 13.55 22.08 7.80
H 12.22 21.03 7.28
H 15.68 20.26 8.39
H 15.05 19.30 7.08
H 16.17 17.89 8.83
H 14.34 17.46 8.74
H 13.94 18.94 10.43
H 16.13 20.29 10.61
H 16.77 18.77 11.21
H 15.87 20.18 13.13
H 15.00 18.63 12.82
H 13.07 22.07 12.00
H 14.47 21.70 10.96
H 14.67 22.22 12.65
C 19.27 18.68 7.58
O 18.69 17.67 8.34
C 19.48 16.57 8.63
C 19.25 16.01 10.08
N 20.28 16.34 11.11
C 19.89 17.48 11.89
C 20.86 17.80 13.02
O 20.69 19.18 13.27
C 21.34 19.74 14.38
H 18.55 19.45 7.47
H 19.63 18.40 6.58
H 20.17 19.14 8.04
H 20.53 16.78 8.51
H 19.20 15.72 8.00
H 19.34 14.93 9.94
H 18.18 16.16 10.32
H 20.27 15.51 11.74
H 18.86 17.37 12.33
H 19.89 18.40 11.25
H 21.92 17.52 12.78
H 20.47 17.19 13.89
H 22.34 20.17 14.08
H 21.55 19.06 15.21
H 20.69 20.61 14.75
C 19.62 11.88 14.87
C 20.61 12.55 14.01
C 20.76 11.85 12.68
O 20.37 13.91 13.84
H 19.72 10.82 14.81
H 18.65 12.10 14.45
H 19.68 12.34 15.86
H 21.57 12.48 14.58
H 19.84 11.82 12.18
H 21.12 10.82 12.80
H 21.47 12.42 12.13
H 19.45 14.15 13.82
O 17.89 14.68 13.50
C 16.68 14.42 12.75
C 15.89 15.61 12.43
O 14.83 15.11 11.62
H 17.73 15.26 14.30
H 16.93 13.94 11.78
H 15.96 13.79 13.26
H 16.58 16.26 11.86
H 15.41 16.18 13.24
H 14.01 15.30 12.10
```

Output
**Charge**: 0
**SMILES string**: COCCNCCOC.COCCNCCOC.COCCNCCOC.COCCNCCOC.COCCNCCOC.CC(C)O.OCCO
**Highest occupied orbital energy**: -8.51 eV
**Calculated total energy**: -2638.49614 hartree
**Lowest unoccupied orbital energy**: 0.6344 eV

Mulliken atomic charge list, values in e, 2 entries:
1 C -0.40
2 O -0.38

***

Please write out number 6 again, unchanged.
Density functional theory data (ωB97M-V with the def2-TZVPD basis set) for 2 unconnected molecules or ions with the total composition C2H5F2P at a distorted geometry.

Structure (XYZ):
```
10
Properties=species:S:1:pos:R:3
C -2.28 1.25 0.36
C -2.19 -0.01 -0.01
F -1.09 -0.79 0.13
F -3.15 -0.77 -0.46
H -3.18 1.91 0.11
H -1.52 1.85 0.90
P 2.97 -1.06 0.04
H 3.00 -1.50 -1.30
H 3.19 0.31 -0.19
H 4.26 -1.18 0.42
```

Output
**Charge**: 0
**SMILES string**: C=C(F)F.P
**Highest occupied orbital energy**: -9.72 eV
**Calculated total energy**: -620.21184 hartree
**Energy relative to the best compared isomer or geometry (same formula, charge and spin)**: 160.6 kJ/mol
**Lowest unoccupied orbital energy**: 0.9546 eV

Mulliken atomic charge list, values in e, 2 entries:
1 C -0.55
2 C 0.47

***

Question: What is the formula in the third record?
Answer: C44H48N6O10Ti